# C47H98InN5O7

C47H98InN5O7 as an isolated structure at a distorted geometry (ωB97M-V/def2-TZVPD, OMol25).

XYZ file:
```
158
Properties=species:S:1:pos:R:3:mulliken_charge:R:1
In 3.201 -5.030 1.816 0.98
C 0.503 0.595 0.205 -0.57
C 1.244 -0.717 0.477 0.75
O 2.466 -0.816 0.347 -0.51
O 0.676 -1.682 1.002 -0.58
H -0.371 0.212 -0.321 0.23
H 1.126 1.323 -0.315 0.28
H 0.320 0.914 1.231 0.11
C -0.201 7.626 5.480 -1.70
C -0.355 6.166 4.830 1.23
C 0.552 5.449 5.729 -1.40
C 0.481 3.863 5.608 -0.82
C -0.877 3.413 5.863 -0.99
C -1.968 4.038 4.951 1.61
N -1.685 5.543 5.023 0.35
O -2.716 6.258 4.471 -0.43
C -1.967 3.479 3.528 -1.51
C -3.336 3.798 5.656 -1.92
C 0.066 6.238 3.351 -1.52
H -0.968 8.258 5.033 0.44
H 0.818 7.973 5.310 0.41
H -0.234 7.601 6.569 0.40
H 1.587 5.743 5.554 0.46
H 0.298 5.596 6.779 0.48
H 1.063 3.569 6.481 0.43
H 0.835 3.716 4.587 0.29
H -1.209 3.408 6.901 0.43
H -0.615 2.375 5.658 0.27
H -2.824 3.933 3.030 0.39
H -0.999 3.823 3.164 0.22
H -1.955 2.390 3.481 0.41
H -4.202 4.006 5.028 0.42
H -3.657 2.768 5.810 0.41
H -3.539 4.441 6.512 0.43
H -0.650 6.794 2.746 0.40
H 0.311 5.286 2.880 0.28
H 0.925 6.901 3.247 0.44
H -3.141 6.545 5.283 0.38
C -2.129 -8.371 -0.802 -2.07
C -1.576 -7.867 -2.099 1.72
C -2.726 -8.066 -3.090 -1.28
C -2.686 -7.372 -4.369 -0.75
C -2.633 -5.854 -4.011 -1.49
C -1.394 -5.473 -3.155 1.79
N -1.363 -6.410 -1.943 0.18
O -0.578 -6.049 -0.847 -0.37
C -0.097 -5.486 -3.973 -1.65
C -1.656 -4.077 -2.580 -1.66
C -0.311 -8.678 -2.463 -1.68
H -3.077 -7.899 -0.547 0.48
H -1.619 -8.050 0.106 0.39
H -2.270 -9.452 -0.782 0.40
H -2.580 -9.119 -3.326 0.47
H -3.712 -8.076 -2.625 0.40
H -3.477 -7.695 -5.046 0.40
H -1.837 -7.794 -4.907 0.35
H -3.597 -5.601 -3.570 0.42
H -2.552 -5.279 -4.933 0.55
H 0.314 -4.564 -4.383 0.44
H 0.690 -5.994 -3.415 0.33
H -0.265 -6.131 -4.836 0.33
H -2.384 -3.593 -3.232 0.38
H -1.842 -3.925 -1.517 0.30
H -0.689 -3.588 -2.699 0.36
H -0.532 -9.689 -2.805 0.39
H 0.337 -8.725 -1.588 0.36
H 0.268 -8.183 -3.243 0.40
H -1.212 -5.916 -0.138 0.32
C 4.540 4.639 -5.609 -1.74
C 4.781 3.172 -5.176 1.87
C 4.207 2.324 -6.300 -1.24
C 5.063 2.231 -7.555 -0.73
C 6.595 1.940 -7.172 -1.42
C 7.227 2.672 -5.977 1.58
N 6.148 2.788 -4.871 0.06
O 6.667 3.500 -3.767 -0.43
C 8.402 1.820 -5.568 -1.90
C 7.635 4.119 -6.537 -1.40
C 3.784 3.040 -3.970 -1.89
H 4.901 5.574 -5.183 0.41
H 3.511 4.973 -5.742 0.41
H 4.864 4.870 -6.624 0.33
H 4.210 1.275 -6.006 0.37
H 3.187 2.501 -6.639 0.36
H 4.816 3.132 -8.116 0.35
H 4.623 1.474 -8.205 0.45
H 7.211 1.956 -8.071 0.44
H 6.795 0.881 -7.011 0.50
H 8.888 2.211 -4.674 0.38
H 8.051 0.801 -5.408 0.46
H 9.151 1.805 -6.361 0.38
H 7.011 4.542 -7.325 0.33
H 7.662 4.857 -5.736 0.29
H 8.673 4.201 -6.859 0.42
H 2.805 3.506 -4.089 0.31
H 4.148 3.490 -3.047 0.42
H 3.722 2.009 -3.622 0.43
H 6.927 4.352 -4.125 0.37
C 4.245 -4.747 8.661 -1.79
C 3.348 -5.203 7.539 1.83
C 2.111 -5.885 8.267 -1.26
C 0.986 -5.017 8.751 -0.58
C 0.495 -4.091 7.676 -1.21
C 1.616 -3.226 6.964 1.47
N 2.834 -4.080 6.613 0.14
O 3.759 -3.285 5.786 -0.40
C 0.905 -2.721 5.694 -1.92
C 1.997 -2.068 7.857 -1.56
C 4.011 -6.210 6.650 -1.73
H 4.922 -3.941 8.380 0.31
H 3.727 -4.545 9.599 0.35
H 4.753 -5.620 9.071 0.52
H 1.690 -6.636 7.598 0.40
H 2.500 -6.381 9.157 0.41
H 0.151 -5.625 9.101 0.38
H 1.368 -4.289 9.467 0.25
H -0.224 -3.418 8.142 0.41
H 0.039 -4.753 6.940 0.39
H 0.020 -2.146 5.969 0.37
H 0.593 -3.558 5.069 0.36
H 1.548 -2.064 5.107 0.42
H 2.105 -2.352 8.903 0.30
H 1.276 -1.253 7.916 0.44
H 2.883 -1.498 7.577 0.32
H 4.841 -6.758 7.097 0.39
H 3.444 -7.027 6.203 0.31
H 4.482 -5.800 5.757 0.37
H 4.057 -2.526 6.292 0.32
C -6.705 2.516 -6.627 -1.62
C -5.885 3.030 -5.309 0.98
C -6.191 4.569 -5.126 -1.05
C -5.914 5.167 -3.770 -0.95
C -6.476 4.427 -2.544 -0.94
C -6.250 2.868 -2.600 1.47
N -6.314 2.355 -4.031 0.35
O -6.345 1.042 -4.188 -0.36
C -4.839 2.556 -2.021 -1.82
C -7.373 2.245 -1.822 -1.96
C -4.355 2.659 -5.605 -1.47
H -7.777 2.362 -6.497 0.42
H -6.384 1.519 -6.928 0.42
H -6.562 3.136 -7.512 0.40
H -5.538 5.096 -5.822 0.44
H -7.188 4.802 -5.499 0.46
H -6.155 6.229 -3.731 0.45
H -4.835 5.299 -3.685 0.37
H -7.374 4.806 -2.056 0.51
H -5.743 4.824 -1.841 0.31
H -4.565 1.505 -1.932 0.48
H -4.087 2.922 -2.720 0.38
H -4.849 2.937 -1.000 0.53
H -7.184 1.173 -1.759 0.41
H -7.618 2.465 -0.783 0.41
H -8.338 2.310 -2.324 0.46
H -3.538 2.825 -4.902 0.30
H -4.227 3.220 -6.531 0.41
H -4.294 1.594 -5.824 0.42
H -5.600 0.784 -3.639 0.41
```

## Properties
Charge: +2
HOMO level in eV: -11.38
Maximum force in hartree/bohr: 0.09544
Relative energy (zero: lowest compared OMol25 entry of this formula, charge and spin) in kcal/mol: 170.6
Total energy in Eh: -2838.95425
Orbital gap in hartree: 0.050

***

# C47H98N7O8

A 7-piece molecular cluster, C47H98N7O8 overall at a distorted geometry (ωB97M-V/def2-TZVPD, OMol25).

XYZ file:
```
160
Properties=species:S:1:pos:R:3:mulliken_charge:R:1
N -0.267 -0.158 -1.064 0.93
O 0.309 -1.061 -1.592 -0.62
O -1.381 -0.371 -0.596 -0.65
O 0.262 0.950 -0.905 -0.64
C -4.685 -4.073 0.430 -0.98
C -4.331 -4.896 1.694 0.45
O -3.210 -5.315 1.866 -0.42
N -5.404 -5.180 2.744 -0.19
H -4.931 -5.160 3.636 0.38
H -6.015 -4.378 2.799 0.40
C -6.250 -6.472 2.567 -0.70
H -5.576 -4.388 -0.112 0.38
H -3.909 -4.238 -0.317 0.33
H -4.735 -3.007 0.654 0.33
H -6.762 -6.360 1.611 0.33
H -6.880 -6.273 3.434 0.37
H -5.585 -7.334 2.508 0.32
C -3.790 1.142 4.289 -1.92
C -3.429 2.350 5.076 1.59
C -4.580 3.396 5.096 -1.24
C -4.604 4.471 6.152 -0.78
C -3.675 4.179 7.362 -1.01
C -3.568 2.708 7.753 0.88
N -3.190 1.836 6.492 0.71
O -2.048 1.046 6.591 -0.28
C -4.862 2.013 8.316 -1.47
C -2.497 2.585 8.949 -1.61
C -2.162 3.047 4.467 -1.55
H -4.623 0.570 4.696 0.44
H -2.940 0.469 4.177 0.44
H -4.209 1.500 3.348 0.47
H -5.548 2.909 5.207 0.49
H -4.760 3.959 4.179 0.46
H -5.619 4.725 6.458 0.32
H -4.198 5.386 5.720 0.38
H -3.954 4.781 8.228 0.56
H -2.671 4.502 7.086 0.37
H -5.683 1.975 7.600 0.37
H -5.298 2.661 9.076 0.43
H -4.648 1.118 8.900 0.43
H -2.975 3.037 9.818 0.43
H -1.526 3.022 8.714 0.42
H -2.192 1.578 9.236 0.43
H -1.971 4.068 4.797 0.36
H -2.369 3.037 3.397 0.45
H -1.222 2.524 4.641 0.43
C -4.306 0.087 -4.084 -1.71
C -4.976 1.478 -4.098 1.00
C -6.104 1.399 -2.988 -1.11
C -6.605 2.755 -2.527 -0.77
C -5.499 3.596 -1.952 -1.09
C -4.314 3.754 -2.906 1.17
N -3.982 2.457 -3.704 0.86
O -3.063 2.655 -4.668 -0.26
C -3.125 4.098 -2.013 -1.74
C -4.603 5.011 -3.839 -1.43
C -5.644 1.803 -5.437 -1.42
H -4.071 -0.123 -3.041 0.42
H -3.440 0.069 -4.746 0.47
H -5.008 -0.616 -4.532 0.39
H -5.714 0.914 -2.093 0.35
H -6.937 0.812 -3.376 0.52
H -7.433 2.523 -1.857 0.41
H -7.132 3.251 -3.342 0.34
H -5.247 3.174 -0.979 0.37
H -5.809 4.619 -1.741 0.51
H -2.185 4.000 -2.556 0.42
H -3.002 3.316 -1.263 0.51
H -3.334 5.027 -1.481 0.40
H -4.058 5.053 -4.783 0.38
H -4.598 5.922 -3.241 0.44
H -5.629 5.057 -4.204 0.38
H -6.485 1.115 -5.526 0.43
H -4.965 1.758 -6.289 0.41
H -6.246 2.704 -5.318 0.34
C 7.244 6.917 2.658 -1.68
C 6.993 5.865 1.587 1.33
C 6.918 4.487 2.208 -1.17
C 5.977 3.495 1.424 -0.91
C 4.680 4.022 0.902 -1.24
C 4.527 5.448 0.376 1.41
N 5.556 6.332 1.115 0.61
O 5.419 7.723 0.852 -0.20
C 3.092 5.955 0.764 -1.66
C 4.754 5.599 -1.092 -1.63
C 8.123 5.788 0.480 -1.55
H 7.883 6.496 3.434 0.45
H 6.386 7.281 3.223 0.42
H 7.735 7.791 2.231 0.40
H 6.507 4.618 3.209 0.45
H 7.859 3.954 2.341 0.43
H 5.868 2.574 1.997 0.41
H 6.490 3.121 0.537 0.38
H 4.048 3.975 1.789 0.49
H 4.196 3.331 0.211 0.54
H 2.469 5.065 0.673 0.43
H 2.778 6.769 0.111 0.40
H 3.063 6.234 1.817 0.41
H 5.736 5.197 -1.344 0.38
H 4.832 6.625 -1.452 0.46
H 4.084 5.033 -1.739 0.41
H 7.920 4.968 -0.210 0.38
H 9.109 5.613 0.910 0.42
H 8.099 6.690 -0.132 0.41
C -0.018 -3.978 -7.818 -1.56
C 0.510 -5.110 -6.850 1.57
C 0.000 -6.476 -7.525 -1.21
C 0.893 -7.594 -7.035 -0.85
C 2.332 -7.380 -7.542 -1.07
C 3.010 -6.168 -6.830 1.10
N 2.047 -4.990 -6.853 0.57
O 2.569 -3.788 -6.352 -0.22
C 4.248 -5.917 -7.757 -1.51
C 3.346 -6.486 -5.341 -1.45
C 0.078 -4.968 -5.473 -1.86
H -0.378 -3.033 -7.413 0.36
H -0.723 -4.351 -8.561 0.39
H 0.805 -3.799 -8.509 0.42
H 0.130 -6.413 -8.605 0.50
H -1.052 -6.708 -7.355 0.47
H 0.625 -8.546 -7.493 0.40
H 0.891 -7.787 -5.963 0.36
H 2.171 -7.287 -8.616 0.37
H 2.950 -8.269 -7.418 0.59
H 3.815 -5.232 -8.486 0.40
H 4.913 -6.695 -8.133 0.37
H 5.038 -5.372 -7.239 0.39
H 2.484 -6.407 -4.679 0.29
H 4.072 -5.833 -4.856 0.42
H 3.744 -7.498 -5.259 0.40
H 0.393 -5.856 -4.927 0.35
H -1.009 -5.049 -5.457 0.42
H 0.446 -4.103 -4.921 0.58
C 6.037 -3.402 -0.155 -1.32
C 5.135 -3.905 1.012 -0.25
C 4.231 -2.653 1.382 -1.01
N 3.119 -2.922 2.507 0.24
C 1.945 -3.838 2.052 -1.08
C 2.530 -1.525 2.762 -0.65
C 3.099 -1.105 4.103 -0.43
C 3.125 -2.370 4.886 -0.66
C 3.700 -3.398 3.850 -0.53
H 5.490 -3.016 -1.015 0.35
H 6.699 -4.233 -0.400 0.41
H 6.756 -2.692 0.255 0.34
H 5.709 -4.298 1.850 0.43
H 4.611 -4.803 0.685 0.33
H 3.726 -2.331 0.471 0.47
H 4.800 -1.810 1.775 0.42
H 2.379 -4.737 1.615 0.33
H 1.493 -3.283 1.229 0.45
H 1.281 -4.026 2.895 0.40
H 1.442 -1.587 2.776 0.38
H 2.851 -0.833 1.982 0.34
H 2.576 -0.319 4.648 0.41
H 4.121 -0.741 3.995 0.23
H 2.145 -2.594 5.307 0.32
H 3.808 -2.266 5.730 0.39
H 3.446 -4.448 4.000 0.33
H 4.753 -3.280 3.595 0.36
```

## Properties
Charge: +5
HOMO level in eV: -15.23
Maximum force in hartree/bohr: 0.18817
Relative energy (zero: lowest compared OMol25 entry of this formula, charge and spin) in kcal/mol: 0.0
Total energy in Eh: -2832.32715
Orbital gap in hartree: 0.099

***

Q: Look up the HOMO level of the first one.
A: -11.38 eV

***

Q: Among the records above, which one has the lowest relative energy (zero: lowest compared OMol25 entry of this formula, charge and spin)?
A: C47H98N7O8

***

Q: Look up the maximum force of the first one.
A: 0.09544 hartree/bohr